DFT (wB97M-V/def2-TZVPD) results for C33H43NO2S6SeSn as an isolated structure.

Values from the calculation:
Net charge: -2
Relative energy (zero: lowest compared OMol25 entry of this formula, charge and spin) in eV: 0.000
Multiplicity: 1
E in eV: -176698.493
Orbital gap in eV: 6.0
F_max in eV/A: 0.6

The geometry in XYZ format:
```
87
Properties=species:S:1:pos:R:3:forces:R:3:mulliken_charge:R:1
Sn 0.2378 0.2152 0.7562 -0.3 0.4 -0.2 0.423
C 3.2007 -3.0618 -5.9626 0.0 0.0 -0.1 -1.388
C 3.8982 -3.1717 -4.5991 0.0 0.1 0.0 2.117
C 5.3826 -2.8150 -4.7694 0.1 0.0 0.0 -1.842
C 3.8061 -4.6258 -4.1392 -0.1 -0.1 0.1 -2.115
C 3.2527 -2.2156 -3.5905 0.0 0.1 0.0 -0.625
C 2.7534 -2.6204 -2.3627 -0.1 0.1 -0.1 -0.215
C 2.2019 -1.6859 -1.4931 0.0 0.0 0.0 -0.061
Se 1.4621 -2.2867 0.1604 0.3 -0.3 0.2 -0.033
C -0.1545 -3.0938 -0.4521 0.0 -0.1 0.0 -0.202
C -0.1018 -4.3576 -1.0328 -0.2 0.0 0.0 -0.073
C -1.2612 -4.9637 -1.4964 0.0 0.1 0.0 -0.637
C -2.4330 -4.2073 -1.3804 -0.1 0.0 0.0 -0.297
C -2.5239 -2.9419 -0.8083 -0.1 0.0 0.0 -0.186
C -1.3446 -2.3614 -0.2527 -0.2 -0.1 -0.1 1.765
O -1.3560 -1.2306 0.4125 0.3 -0.2 -0.2 -0.993
C -3.9060 -2.2491 -0.8639 0.1 0.0 0.0 2.240
C -4.3136 -2.1163 -2.3413 0.0 0.0 -0.1 -1.366
C -4.9424 -3.1063 -0.1175 0.0 0.0 0.0 -1.827
C -3.9618 -0.8366 -0.2643 0.0 0.0 0.0 -1.999
C -1.3059 -6.3915 -2.0607 0.0 0.1 0.0 2.035
C 0.0954 -6.9854 -2.2062 0.1 0.0 0.0 -1.957
C -1.9755 -6.4199 -3.4425 -0.1 0.0 0.0 -1.618
C -2.1107 -7.2869 -1.1069 0.0 0.0 0.1 -1.726
C 2.1457 -0.2973 -1.7499 0.1 0.0 -0.2 1.612
O 1.6816 0.5458 -0.8570 -0.1 -0.4 -0.1 -1.035
C 2.6303 0.1172 -3.0278 -0.1 0.1 0.0 -0.170
C 3.1635 -0.8475 -3.8714 0.0 0.0 -0.1 -0.031
C 2.5748 1.5653 -3.5780 0.0 -0.1 0.1 2.134
C 4.0071 2.0463 -3.8658 0.1 0.0 0.0 -1.812
C 1.9194 2.6029 -2.6552 0.0 0.0 0.1 -2.083
C 1.7626 1.5665 -4.8849 0.0 0.1 0.0 -1.321
H 3.6546 -3.7562 -6.6815 0.0 0.1 0.1 0.487
H 3.2730 -2.0510 -6.3743 0.0 -0.1 0.0 0.281
H 2.1368 -3.2997 -5.8733 0.2 0.0 0.0 0.076
H 5.8693 -3.4978 -5.4795 -0.1 0.1 0.1 0.467
H 5.9033 -2.8808 -3.8080 0.0 0.0 -0.1 0.362
H 5.4978 -1.7925 -5.1429 0.0 -0.1 0.0 0.294
H 4.2567 -5.2795 -4.8934 0.0 0.0 0.1 0.456
H 2.7624 -4.9323 -4.0023 0.1 0.0 0.0 0.269
H 4.3355 -4.7845 -3.1927 -0.1 0.0 -0.1 0.367
H 2.7723 -3.6620 -2.0630 0.0 0.1 0.0 0.218
H 0.8577 -4.8567 -1.1000 0.0 0.0 0.0 0.289
H -3.3513 -4.6401 -1.7737 0.1 0.1 0.1 0.129
H -4.4065 -3.0906 -2.8333 0.0 0.1 0.0 0.245
H -3.5625 -1.5306 -2.8845 -0.1 -0.1 0.1 0.056
H -5.2798 -1.6007 -2.4220 0.1 -0.1 0.0 0.527
H -5.0532 -4.1014 -0.5619 0.0 0.1 0.0 0.248
H -5.9233 -2.6128 -0.1428 0.1 -0.1 0.0 0.468
H -4.6475 -3.2337 0.9303 0.0 0.0 -0.1 0.371
H -3.2752 -0.1601 -0.7762 -0.1 -0.1 0.0 0.215
H -3.7058 -0.8293 0.7948 0.0 0.0 0.0 0.360
H -4.9864 -0.4605 -0.3851 0.1 0.0 0.0 0.525
H 0.7152 -6.3762 -2.8742 -0.1 -0.1 0.1 0.231
H 0.0259 -7.9928 -2.6301 0.0 0.1 0.0 0.461
H 0.6061 -7.0594 -1.2395 -0.1 0.0 -0.1 0.370
H -1.4285 -5.7938 -4.1487 0.0 0.0 0.0 0.225
H -3.0054 -6.0541 -3.4000 0.1 0.0 0.0 0.317
H -1.9978 -7.4454 -3.8328 0.0 0.1 0.0 0.480
H -1.6623 -7.2800 -0.1073 -0.1 0.0 -0.1 0.336
H -2.1373 -8.3226 -1.4726 0.0 0.1 0.0 0.459
H -3.1413 -6.9296 -1.0130 0.1 0.0 0.0 0.299
H 3.5231 -0.5105 -4.8418 0.0 0.0 0.1 0.136
H 4.6050 2.0384 -2.9469 -0.1 0.0 -0.1 0.381
H 3.9849 3.0733 -4.2551 0.0 -0.1 0.0 0.455
H 4.5122 1.4145 -4.6050 0.0 0.1 0.1 0.262
H 2.4556 2.7135 -1.7122 0.0 0.0 -0.1 0.358
H 0.8886 2.3319 -2.4249 0.1 0.0 0.0 0.240
H 1.9225 3.5673 -3.1805 0.0 -0.1 0.0 0.525
H 2.2121 0.9298 -5.6549 -0.1 0.1 0.1 0.308
H 1.6984 2.5898 -5.2803 0.0 -0.1 0.1 0.486
H 0.7497 1.1968 -4.6940 0.2 0.1 0.0 -0.039
C -0.5142 -2.4935 -4.8067 0.0 -0.2 0.0 -0.250
S -0.2948 -1.0518 -5.8740 0.0 -0.2 -0.1 -0.192
C -1.7293 -0.1362 -5.4821 0.1 0.1 0.1 0.018
C -2.0208 0.3745 -4.2451 0.0 0.0 -0.2 -0.527
S -1.1622 0.2320 -2.7827 -0.1 0.2 -0.1 0.025
S -3.5435 1.2758 -4.2689 -0.1 0.1 0.3 -0.058
C -4.0000 1.0958 -5.9131 0.0 0.1 0.0 0.092
S -5.3582 1.7833 -6.5997 0.0 -0.1 0.0 -0.355
S -2.8683 0.1575 -6.7737 0.1 -0.1 -0.1 -0.197
H 0.2634 -3.2137 -5.0837 -0.2 0.1 0.1 0.183
H -1.5007 -2.9292 -4.9704 0.1 0.0 0.0 0.442
H -0.3987 -2.2010 -3.7616 0.0 0.0 0.0 -0.243
S 1.4692 -0.5033 3.1810 0.1 0.1 0.3 -0.371
C 1.1940 0.9398 4.0068 -0.1 0.2 0.0 0.386
N 0.9982 1.9413 4.5669 0.1 -0.4 -0.2 -0.667
```
Forces are in eV/Å.